ORCA calculation (the ωB97M-V functional and the def2-TZVPD basis) on C10H22FKO2P as an isolated structure at a distorted geometry.

Summary:
* M: 263.35 g mol⁻¹
* net charge: +1
* frontier orbital gap: 6.18 eV

Geometry as XYZ:
```
37
C10H22FKO2P (the ωB97M-V functional and the def2-TZVPD basis)
C 4.4618 -2.1940 0.0128
C 4.2594 -0.8547 0.9257
O 3.8118 -1.0251 2.0870
O 4.5955 0.5024 0.5019
C 3.5954 0.9675 -0.4828
C 2.2882 1.5976 0.1921
C 1.0433 1.3463 -0.7971
C -0.2446 2.0697 -0.0919
C -1.1018 0.8991 0.5913
C -2.5539 1.3474 1.1208
P -3.7911 -0.0097 0.5016
C -4.8502 -1.4893 -0.1627
C -3.9800 -2.1304 -1.3791
F -6.1529 -1.0316 -0.5912
H 5.5313 -2.3132 -0.4142
H 3.6995 -2.2470 -0.8533
H 4.2740 -3.1188 0.6629
H 3.3064 0.0459 -1.1101
H 4.0254 1.7284 -1.2264
H 2.0289 1.0450 1.1748
H 2.3813 2.7213 0.4280
H 1.1952 1.7327 -1.8592
H 0.8417 0.2104 -0.7961
H -0.8206 2.6619 -0.8923
H 0.0964 2.8491 0.6916
H -1.2654 0.0955 -0.2306
H -0.4518 0.3826 1.3864
H -2.5077 1.4120 2.2623
H -2.8971 2.3717 0.7346
H -3.7579 0.6022 -0.8140
H -2.8046 -0.9825 0.8931
H -4.7857 0.3527 1.4699
H -4.9263 -2.2694 0.6876
H -4.5922 -2.8562 -2.0136
H -3.5971 -1.2752 -2.0587
H -3.0615 -2.6262 -0.8887
K 6.7067 -0.5179 0.3378
```

Partial atomic charges computed with the Löwdin method, in multiples of e:
1. C -0.02
2. C -0.48
3. O 0.12
4. O -0.26
5. C -0.16
6. C -0.17
7. C -0.20
8. C -0.21
9. C -0.31
10. C -0.41
11. P 0.78
12. C -0.52
13. C -0.14
14. F -0.13
15. H 0.04
16. H 0.11
17. H 0.12
18. H 0.12
19. H 0.15
20. H 0.13
21. H 0.13
22. H 0.12
23. H 0.11
24. H 0.12
25. H 0.12
26. H 0.08
27. H 0.12
28. H 0.08
29. H 0.08
30. H 0.04
31. H 0.02
32. H 0.02
33. H 0.11
34. H 0.08
35. H 0.06
36. H 0.07
37. K 1.08

ORCA calculation (the ωB97M-V functional and the def2-TZVPD basis) on C10H22N3O8V as an isolated structure at a distorted geometry.

Summary:
* M: 363.24 g mol⁻¹
* net charge: 0
* frontier orbital gap: 8.98 eV

Geometry as XYZ:
```
44
C10H22N3O8V (the ωB97M-V functional and the def2-TZVPD basis)
O 6.6439 -5.7475 24.5872
V 5.0952 -5.6517 24.1546
O 5.0727 -5.8812 22.6230
O 1.7866 -6.0887 26.4174
C 2.8520 -5.7848 25.6450
O 4.0237 -5.8477 26.1546
O 2.6845 -5.4865 24.4454
H 2.1403 -6.1807 27.3122
C 4.5463 -9.0477 24.2164
O 4.6572 -7.8412 24.2179
N 5.5193 -9.8821 23.8384
C 6.7718 -9.3489 23.3262
C 5.3195 -11.3144 23.7895
H 3.6259 -9.5598 24.5275
H 7.1293 -10.0183 22.5445
H 7.5101 -9.2581 24.1201
H 6.5815 -8.3725 22.8866
H 5.2866 -11.6595 22.7510
H 6.1573 -11.8182 24.2732
H 4.3890 -11.5854 24.2786
C 4.0880 -3.6806 19.8296
O 4.5673 -2.6115 20.1428
N 3.1711 -4.3518 20.5301
C 2.5621 -3.7542 21.7074
C 2.5942 -5.5813 20.0462
H 4.4028 -4.2115 18.9129
H 3.2940 -3.1207 22.2003
H 2.3844 -4.5483 22.4307
H 1.6678 -3.1974 21.4308
H 3.0564 -5.8623 19.1013
H 2.7446 -6.3897 20.7616
H 1.5208 -5.4497 19.8639
C 5.8274 -2.4832 23.7267
O 5.1442 -3.4785 23.8959
N 6.7517 -2.0144 24.5754
C 7.1290 -2.7542 25.7562
C 7.6545 -0.9772 24.1254
H 5.7007 -1.8604 22.8331
H 7.1563 -2.1131 26.6379
H 8.1401 -3.1770 25.6507
H 6.4765 -3.6048 25.9069
H 8.5379 -1.4113 23.6421
H 7.1550 -0.3136 23.4269
H 8.0158 -0.4047 24.9783
```

Partial atomic charges computed with the Löwdin method, in multiples of e:
1. O -0.34
2. V 0.94
3. O -0.29
4. O 0.12
5. C -0.77
6. O -0.08
7. O -0.02
8. H 0.12
9. C -0.26
10. O -0.03
11. N -0.18
12. C -0.01
13. C -0.05
14. H 0.15
15. H 0.09
16. H 0.10
17. H 0.09
18. H 0.09
19. H 0.09
20. H 0.09
21. C -0.37
22. O 0.00
23. N -0.19
24. C -0.03
25. C -0.06
26. H 0.13
27. H 0.07
28. H 0.06
29. H 0.10
30. H 0.08
31. H 0.09
32. H 0.09
33. C -0.25
34. O -0.04
35. N -0.16
36. C -0.03
37. C -0.04
38. H 0.15
39. H 0.10
40. H 0.11
41. H 0.07
42. H 0.10
43. H 0.09
44. H 0.09

ORCA calculation (the ωB97M-V functional and the def2-TZVPD basis) on an isolated ion of composition C10H23BNO5S and charge +1.

Summary:
* M: 280.18 g mol⁻¹
* net charge: +1
* SMILES string: CCOCCOC[N@+]1(B(O)OC)CCOC[C@@H]1S
* frontier orbital gap: 9.64 eV

Geometry as XYZ:
```
41
C10H23BNO5S (the ωB97M-V functional and the def2-TZVPD basis)
C -0.9434 -2.0363 -3.8724
C -2.4000 -1.8332 -3.4686
O -2.5429 -1.1396 -2.2304
C -2.2927 -1.9418 -1.1049
C -2.3685 -1.0624 0.1215
O -1.2547 -0.1470 0.1751
C -0.3732 -0.3900 1.2087
N 0.6756 0.6870 1.1556
B 1.7543 0.2692 2.2232
O 2.4152 -0.9082 2.0865
O 1.8409 1.0585 3.2866
C 3.0364 1.0714 4.0988
C 0.0795 2.0327 1.5413
C -0.5769 2.7731 0.3969
O 0.3955 2.9894 -0.6042
C 0.7062 1.7597 -1.1991
C 1.3794 0.7753 -0.2278
S 1.5096 -0.7960 -1.1125
H -0.8569 -2.0709 -4.9589
H -0.5252 -2.9676 -3.4872
H -0.3474 -1.1977 -3.5133
H -2.9204 -2.7952 -3.3916
H -2.9228 -1.2266 -4.2057
H -3.0573 -2.7259 -1.0085
H -1.3020 -2.4150 -1.1544
H -2.3654 -1.6907 1.0171
H -3.2767 -0.4607 0.0961
H 0.1226 -1.3627 1.1577
H -0.8545 -0.2953 2.1918
H 2.9810 -1.0448 1.3176
H 2.9167 1.8759 4.8174
H 3.9058 1.2703 3.4758
H 3.1486 0.1255 4.6241
H -0.6159 1.8775 2.3650
H 0.8948 2.6462 1.9134
H -0.9052 3.7430 0.7692
H -1.4409 2.2475 -0.0135
H -0.1967 1.2909 -1.6086
H 1.3936 1.9343 -2.0249
H 2.3905 1.1312 -0.0238
H 2.7933 -1.0512 -0.8291
```

Partial atomic charges computed with the Löwdin method, in multiples of e:
1. C -0.07
2. C -0.24
3. O -0.15
4. C -0.21
5. C -0.12
6. O -0.13
7. C -0.19
8. N -0.05
9. B -0.69
10. O 0.23
11. O 0.09
12. C 0.02
13. C -0.04
14. C -0.15
15. O -0.08
16. C -0.22
17. C -0.48
18. S 0.94
19. H 0.08
20. H 0.07
21. H 0.05
22. H 0.12
23. H 0.12
24. H 0.14
25. H 0.12
26. H 0.14
27. H 0.14
28. H 0.13
29. H 0.16
30. H 0.11
31. H 0.10
32. H 0.10
33. H 0.11
34. H 0.15
35. H 0.14
36. H 0.15
37. H 0.13
38. H 0.12
39. H 0.14
40. H 0.13
41. H -0.11

ORCA calculation (the ωB97M-V functional and the def2-TZVPD basis) on a 3-piece molecular cluster, C10H23Cl4N overall at a distorted geometry.

Summary:
* M: 299.11 g mol⁻¹
* net charge: 0
* SMILES string: CCN(CC)CC.ClCCCl.ClCCCl
* energy above the lowest of the compared OMol25 structures with the same formula, charge and spin: 0.0 kJ/mol
* frontier orbital gap: 8.93 eV

Geometry as XYZ:
```
38
C10H23Cl4N (the ωB97M-V functional and the def2-TZVPD basis)
C 5.5240 34.3010 21.8720
C 6.7280 33.6980 22.6370
N 6.5720 32.1940 22.7430
C 7.8370 31.5260 22.7030
C 8.8300 32.0300 23.6050
C 5.7680 31.8720 23.9200
C 5.4760 30.3530 23.9830
H 5.5650 35.3770 21.7970
H 4.5500 34.1300 22.4960
H 5.3670 33.9310 20.8450
H 6.7900 34.3130 23.6090
H 7.5810 33.8340 22.0090
H 8.1120 31.6840 21.6810
H 7.6130 30.4180 22.8310
H 8.7510 32.9160 23.9390
H 9.8580 31.7980 23.1820
H 8.5950 31.3240 24.6390
H 5.0380 32.6100 23.8560
H 6.3250 32.1600 24.8070
H 5.1300 29.8290 23.0730
H 4.7040 30.0770 24.7150
H 6.3400 29.9410 24.3710
Cl 5.3540 34.5350 27.0510
C 4.7330 33.5260 28.3650
C 4.3620 32.1710 27.8950
Cl 4.3640 31.0420 29.1910
H 3.7370 33.9060 28.9710
H 5.4780 33.4050 29.2020
H 5.0750 31.7500 27.0930
H 3.4700 32.0910 27.2130
Cl 8.7050 30.2580 27.2830
C 8.4400 31.2420 28.7840
C 8.0010 30.3650 29.9510
Cl 7.7920 31.4410 31.3020
H 7.7140 32.1440 28.5920
H 9.4660 31.6480 28.9400
H 8.6570 29.5760 30.3120
H 7.1250 29.9660 29.5110
```

Partial atomic charges computed with the Löwdin method, in multiples of e:
1. C -0.10
2. C -0.23
3. N -0.19
4. C -0.34
5. C -0.09
6. C -0.25
7. C -0.07
8. H 0.05
9. H 0.09
10. H 0.07
11. H 0.13
12. H 0.10
13. H 0.10
14. H 0.13
15. H -0.02
16. H 0.11
17. H 0.11
18. H 0.07
19. H 0.09
20. H 0.09
21. H 0.07
22. H 0.02
23. Cl 0.57
24. C -0.73
25. C -0.79
26. Cl 0.63
27. H 0.14
28. H 0.06
29. H 0.07
30. H 0.10
31. Cl 0.53
32. C -0.66
33. C -0.71
34. Cl 0.59
35. H 0.10
36. H 0.06
37. H 0.07
38. H 0.02